Molecular formula: C6H13NO2
Method: DFT, ωB97M-V/def2-TZVPD

Output
LUMO energy, eV: 0.9
Energy above the lowest of the compared OMol25 structures with the same formula, charge and spin, kJ/mol: 365.9
Gap between HOMO and LUMO, eV: 9.7
HOMO energy, Ha: -0.32503
Structure (SMILES): C=C(C)ON.CC(C)=O

```
22
Properties=species:S:1:pos:R:3:forces:R:3:lowdin_charge:R:1
C -1.77925 0.32523 -1.26778 0.54 0.24 0.42 0.0357
C -1.55018 0.23115 0.04493 -1.64 -1.96 -0.49 -0.4068
C -2.18581 1.12073 1.06651 0.55 0.80 0.00 -0.0339
O -1.05062 -0.93617 0.63317 -0.15 0.47 0.18 -0.1602
N -1.18011 -2.14351 -0.15257 0.27 0.75 -0.38 0.0734
H -2.17051 1.23346 -1.68919 -0.28 0.15 0.07 0.0616
H -1.51546 -0.45444 -1.95956 0.11 -0.18 -0.01 0.0514
H -2.83655 0.59631 1.76324 0.18 -0.36 -0.10 0.0861
H -1.44080 1.66701 1.64244 0.06 0.00 0.22 0.0742
H -2.80356 1.86098 0.56249 0.08 0.06 -0.09 0.0782
H -0.24743 -2.24743 -0.56296 -0.12 -0.18 0.14 0.0616
H -1.25344 -2.87393 0.55175 0.04 0.27 0.11 0.0921
C 1.59724 0.24074 -1.29982 -1.07 -0.09 -0.40 -0.0286
C 1.73292 -0.50072 0.00061 2.87 1.87 0.92 -0.4445
C 2.38851 0.44734 1.16032 0.00 -1.66 -0.49 -0.0047
O 1.76184 -1.70005 0.08553 -0.63 0.08 0.16 0.0504
H 2.37551 -0.04610 -2.00432 0.26 -0.16 0.21 0.0942
H 1.61871 1.31745 -1.16181 -0.04 0.01 0.02 0.0788
H 0.65081 -0.02826 -1.76992 0.07 0.07 -0.07 0.0520
H 3.16738 -0.17483 1.60009 -0.23 -0.33 0.30 0.0640
H 1.74302 0.78170 1.96890 -0.32 -0.07 -0.20 0.0646
H 2.97779 1.28334 0.78794 -0.57 0.23 -0.53 0.0605
```
Forces are in eV/Å.